{
  "formula": "C10H10ClN",
  "method": "ωB97M-V/def2-TZVPD",
  "homo_ev": -7.71,
  "total_energy_ev": -24541.32442,
  "de_lowest_kj_mol": 213.5,
  "orbital_gap_ev": 8.554,
  "e_lumo_ev": 0.85,
  "species": ["C", "C", "C", "C", "C", "C", "C", "C", "C", "C", "N", "Cl", "H", "H", "H", "H", "H", "H", "H", "H", "H", "H"],
  "coordinates": [[0.9379, 2.5359, -1.4764], [0.2480, 2.5796, -0.2919], [1.2853, 1.3806, -2.2071], [0.2175, 0.2527, -0.4295], [-0.1331, 1.3753, 0.3141], [0.8571, 0.2021, -1.6106], [0.3209, -2.5020, 0.8859], [-0.8776, -2.4698, 0.0595], [-0.9568, -0.2621, 1.8598], [-0.4309, -1.1875, 0.7004], [-0.7132, 1.0601, 1.5007], [1.2439, -1.2406, -2.4904], [1.1007, 3.4453, -1.9707], [-0.2066, 3.4522, 0.1128], [1.5582, 1.4180, -3.2867], [0.3062, -2.8990, 1.8875], [1.1801, -2.5598, 0.2170], [-0.5618, -2.5563, -0.9346], [-1.8127, -2.7853, 0.3383], [-1.9515, -0.5502, 1.9069], [-0.3870, -0.3535, 2.8240], [-1.2246, 1.6644, 2.0908]],
  "nbo_charge": [-0.174, -0.282, -0.279, -0.041, 0.176, -0.055, -0.440, -0.440, -0.226, 0.035, -0.582, -0.011, 0.208, 0.210, 0.232, 0.218, 0.231, 0.233, 0.211, 0.192, 0.193, 0.392]
}

---

{
  "formula": "C5H10N4",
  "method": "ωB97M-V/def2-TZVPD",
  "homo_ev": -7.90,
  "total_energy_ev": -11301.10420,
  "de_lowest_kj_mol": 653.6,
  "orbital_gap_ev": 8.385,
  "e_lumo_ev": 0.48,
  "species": ["C", "C", "C", "C", "C", "H", "H", "H", "H", "H", "H", "H", "H", "H", "H", "N", "N", "N", "N"],
  "coordinates": [[-2.6046, -0.1557, 0.6024], [0.1872, -0.7791, -0.1301], [0.6463, 0.4591, -0.2496], [-0.1120, 1.6708, -0.5586], [1.4144, -1.6272, -0.3474], [-3.1621, 0.8160, 0.2052], [-1.8082, 0.4045, 1.3129], [-3.2855, -0.7769, 1.3203], [-1.4450, 1.2169, -0.5556], [0.3362, 2.2403, -1.5205], [0.0402, 2.5004, 0.3569], [2.4354, 1.3392, 0.4534], [2.5155, -0.7255, 1.3429], [1.9004, -1.6286, -1.3480], [1.4046, -2.6187, 0.2044], [-2.1415, -0.9175, -0.5458], [-0.9603, -1.2377, -0.7272], [2.0725, 0.5430, -0.1615], [2.5665, -0.7233, 0.3459]],
  "nbo_charge": [-0.537, -0.082, 0.175, -0.670, -0.237, 0.223, 0.189, 0.241, 0.246, 0.257, 0.231, 0.374, 0.326, 0.219, 0.212, -0.146, -0.116, -0.461, -0.445]
}

---

{
  "formula": "B4H3IO5Ti",
  "method": "ωB97M-V/def2-TZVPD",
  "charge": 2,
  "homo_ev": -17.85,
  "total_energy_ev": -44194.43515,
  "orbital_gap_ev": 7.093,
  "e_lumo_ev": -10.75,
  "species": ["O", "B", "O", "B", "O", "B", "O", "B", "I", "O", "H", "H", "H", "Ti"],
  "coordinates": [[-1.2476, 2.5656, 0.7852], [-0.7616, 1.8779, -0.2579], [-0.9217, 2.3268, -1.5452], [0.2058, 0.4593, -0.0909], [-0.2830, -0.8775, -0.6580], [-0.4627, -1.7504, 0.5516], [0.5721, -1.7176, 1.3893], [1.6353, -1.0200, 0.8247], [3.3481, -2.1560, 0.2246], [1.4106, 0.3027, 0.5120], [-1.5493, 2.0669, 1.5465], [-1.5408, 1.7978, -2.0521], [-1.4571, -2.3635, 0.6618], [1.0519, -1.5120, -1.8918]],
  "nbo_charge": [-0.823, 0.894, -0.881, 0.805, -0.996, 0.949, -0.841, 0.854, 0.239, -0.856, 0.520, 0.514, 0.001, 1.621]
}